## one
C20H32ClN3O2S in the gas phase, computed with the ωB97M-V functional and the def2-TZVPD basis.

CARTESIAN COORDINATES (ANGSTROEM)
C 3.2625 -3.3948 7.0452
C 2.1995 -3.5560 5.9664
C 2.2436 -2.4428 4.9274
C 1.1782 -2.5878 3.8487
C 1.2430 -1.4880 2.7962
C 0.0374 -1.5046 1.8731
N 0.1370 -0.4533 0.8749
C -0.6230 -0.4596 -0.2453
O -1.3470 -1.3873 -0.5493
C -0.5228 0.8278 -1.0788
C -1.7010 1.6973 -0.6747
C -2.9918 1.2821 -0.9739
C -4.0911 2.0456 -0.5983
C -5.4844 1.5834 -0.9278
C -3.8809 3.2382 0.0884
C -2.5914 3.6426 0.3841
Cl -2.3406 5.1369 1.2391
C -1.4938 2.8867 0.0099
N -0.5331 0.5479 -2.5036
C -0.5060 1.8020 -3.2565
C -0.2550 1.6547 -4.7576
C 1.2054 1.8257 -5.1672
S 2.3017 0.4866 -4.7699
N 1.8564 -0.6017 -5.7343
O 3.6644 0.9830 -4.7259
C 1.8923 0.0665 -3.0716
C 0.4547 -0.4426 -2.9137
H 3.2157 -4.2002 7.7785
H 4.2640 -3.3976 6.6101
H 3.1374 -2.4503 7.5787
H 2.3256 -4.5203 5.4649
H 1.2068 -3.5786 6.4263
H 2.1215 -1.4757 5.4274
H 3.2354 -2.4224 4.4616
H 1.2744 -3.5639 3.3628
H 0.1899 -2.5773 4.3211
H 1.2981 -0.5148 3.2987
H 2.1579 -1.5894 2.2048
H -0.0386 -2.4559 1.3456
H -0.8844 -1.3897 2.4525
H 0.6396 0.3855 1.1134
H 0.4001 1.3616 -0.7818
H -3.1256 0.3458 -1.5027
H -6.2336 2.2720 -0.5402
H -5.6210 1.5042 -2.0073
H -5.6740 0.5970 -0.5027
H -4.7178 3.8526 0.3935
H -0.4942 3.2320 0.2423
H -1.4664 2.2931 -3.1012
H 0.2532 2.4935 -2.8444
H -0.6539 0.7148 -5.1398
H -0.8066 2.4491 -5.2634
H 1.3135 1.9120 -6.2486
H 1.6478 2.7075 -4.7008
H 2.3928 -1.4566 -5.6157
H 2.6251 -0.7080 -2.8354
H 2.1252 0.9345 -2.4519
H 0.4317 -1.2545 -2.1911
H 0.1464 -0.8883 -3.8602

## Properties
HOMO energy in eV: -9.005
Total charge: 0
SMILES string: CCCCCCNC(=O)[C@H](c1cc(C)cc(Cl)c1)N1CCC[S@@](=N)(=O)CC1
LUMO in Eh: 0.0150
Gap between HOMO and LUMO in eV: 9.41

## two
C20H32ClN3O2S in the gas phase, computed with the ωB97M-V functional and the def2-TZVPD basis.

CARTESIAN COORDINATES (ANGSTROEM)
C 3.0928 0.2095 4.1593
C 2.1814 -0.6232 3.2671
C 1.5441 0.1947 2.1518
C 0.6450 -0.6317 1.2404
C -0.0154 0.1961 0.1318
C -0.0512 -0.5467 -1.1926
N -0.7144 0.2455 -2.2137
C -0.5935 -0.0469 -3.5305
O 0.1625 -0.8999 -3.9519
C -1.5282 0.7643 -4.4416
C -2.7458 -0.1079 -4.6954
C -2.6074 -1.2790 -5.4286
C -3.6985 -2.1091 -5.6582
C -3.5341 -3.3758 -6.4533
C -4.9392 -1.7515 -5.1381
C -5.0672 -0.5841 -4.4069
Cl -6.6234 -0.1449 -3.7653
C -3.9838 0.2467 -4.1783
N -0.8764 1.1420 -5.6823
C -1.8251 1.8415 -6.5493
C -1.2123 2.5468 -7.7597
C -0.8872 4.0201 -7.5215
S 0.5747 4.3538 -6.5703
N 1.6983 3.8539 -7.4631
O 0.5353 5.7140 -6.0670
C 0.3550 3.2967 -5.1327
C 0.4077 1.8057 -5.4930
H 3.5393 -0.3930 4.9507
H 3.9048 0.6548 3.5808
H 2.5393 1.0236 4.6317
H 2.7491 -1.4488 2.8269
H 1.3931 -1.0828 3.8711
H 0.9671 1.0172 2.5897
H 2.3299 0.6617 1.5479
H 1.2519 -1.4218 0.7849
H -0.1159 -1.1442 1.8347
H -1.0292 0.4849 0.4265
H 0.5421 1.1267 -0.0130
H 0.9608 -0.7581 -1.5384
H -0.5533 -1.5135 -1.0778
H -1.4320 0.8899 -1.9261
H -1.8703 1.6553 -3.8809
H -1.6280 -1.5361 -5.8145
H -4.4714 -3.9256 -6.5233
H -3.1918 -3.1559 -7.4655
H -2.7897 -4.0262 -5.9923
H -5.8058 -2.3789 -5.3007
H -4.1132 1.1615 -3.6136
H -2.5511 1.1058 -6.8957
H -2.4069 2.5871 -5.9750
H -0.3361 2.0161 -8.1330
H -1.9505 2.5216 -8.5629
H -0.7017 4.5540 -8.4535
H -1.6962 4.5205 -6.9854
H 2.5979 4.2360 -7.1895
H 1.1862 3.5869 -4.4873
H -0.5703 3.5983 -4.6376
H 0.9505 1.2643 -4.7223
H 1.0085 1.6968 -6.3966

## Properties
HOMO energy in eV: -8.960
Total charge: 0
SMILES string: CCCCCCNC(=O)[C@H](c1cc(C)cc(Cl)c1)N1CCC[S@@](=N)(=O)CC1
LUMO in Eh: 0.0154
Gap between HOMO and LUMO in eV: 9.38

Which one sits at the top of the stability order? one does.

## one
C7H4N2O2S in the gas phase, computed with the ωB97M-V functional and the def2-TZVPD basis.

CARTESIAN COORDINATES (ANGSTROEM)
N -2.8538 4.2882 -0.1400
C -2.7343 3.1418 -0.0083
N -2.7236 1.8875 0.1983
C -1.7837 0.9793 0.0718
C -0.4176 1.4001 -0.0952
C 0.6368 0.5377 -0.0820
C 0.4304 -0.8376 0.0645
C -0.8619 -1.2958 0.1871
C -1.9414 -0.4304 0.1120
S -3.5214 -1.4158 0.2221
O -4.6773 -0.6386 -0.1306
O -3.3161 -2.6817 -0.4398
H -0.2674 2.4699 -0.1431
H 1.6402 0.9263 -0.1693
H 1.2593 -1.5255 0.0596
H -1.0566 -2.3547 0.2567

## Properties
HOMO energy (spin up / spin down) in eV: -9.642 / -9.510
Total charge: 0
SMILES string: N#C/N=C1\C=CC=CC1=S(=O)=O
LUMO (spin up / spin down) in Eh: -0.0819 / -0.1177
Gap between HOMO and LUMO (spin up / spin down) in eV: 7.41 / 6.31

## two
C7H4N2O2S in the gas phase, computed with the ωB97M-V functional and the def2-TZVPD basis.

CARTESIAN COORDINATES (ANGSTROEM)
N 2.9942 1.6609 2.5489
C 2.4610 1.3671 1.5964
C 1.7691 1.0530 0.3860
N 2.5218 0.3504 -0.5587
O 2.0941 0.4116 -1.7190
C 0.7381 -0.4331 0.9072
O 1.2954 -1.1040 1.7325
C -0.4736 -0.5191 0.2851
C -1.1580 0.2887 -0.6298
C -2.3183 -0.2977 -1.1143
C -2.4958 -1.5675 -0.5236
S -1.4010 -1.9539 0.7099
H 0.9818 1.7074 -0.0292
H -0.7183 1.2350 -0.9513
H -3.0276 0.0834 -1.9890
H -3.2631 -2.2822 -0.6512

## Properties
HOMO energy (spin up / spin down) in eV: -9.605 / -9.606
Total charge: 0
SMILES string: N#C[C@@H](N=O)C(=O)c1cccs1
LUMO (spin up / spin down) in Eh: -0.0488 / -0.0488
Gap between HOMO and LUMO (spin up / spin down) in eV: 8.28 / 8.28

Which one sits at the top of the stability order? one does.

## one
C2H2O2S2 in the gas phase, computed with the ωB97M-V functional and the def2-TZVPD basis.

CARTESIAN COORDINATES (ANGSTROEM)
O -0.1585 0.7129 -1.6934
C -0.5090 0.2028 -0.6584
O -1.7997 -0.0629 -0.3109
C 0.4051 -0.2368 0.4872
S -0.1711 -0.9218 1.8110
S 2.0170 0.3247 0.1625
H -2.2827 0.2348 -1.1231
H 2.4987 -0.2538 1.3252

## Properties
HOMO energy in eV: -9.138
Total charge: 0
SMILES string: O=C(O)C(=S)S
LUMO in Eh: -0.0452
Gap between HOMO and LUMO in eV: 7.91

## two
A molecular structure, C2H2O2S2, computed with the ωB97M-V functional and the def2-TZVPD basis.

CARTESIAN COORDINATES (ANGSTROEM)
C -0.0221 0.3448 0.4103
C 1.3945 0.2003 0.7046
O -1.7682 -1.8074 -0.4644
O -2.0389 0.4526 -1.4921
S 0.8308 1.0132 -0.8143
S -2.1992 -0.4325 -0.3553
H 1.9736 0.9109 1.3934
H 1.8295 -0.6819 0.6179

## Properties
HOMO energy in eV: -9.711
Total charge: 0
LUMO in Eh: -0.0406
Gap between HOMO and LUMO in eV: 8.61

## three
2 unconnected molecules or ions with the total composition C2H2O2S2, computed with the ωB97M-V functional and the def2-TZVPD basis.

CARTESIAN COORDINATES (ANGSTROEM)
C 1.1205 1.1260 -0.5933
C 0.9683 -0.0390 0.0075
O 4.1172 1.0016 1.2958
O 1.4756 2.0056 -1.2164
S 4.5035 0.5225 0.0321
S 4.1268 -1.3085 -0.1758
H 0.7094 -1.0356 -0.2871
H 0.9136 -0.1036 1.0844

## Properties
HOMO energy (spin up / spin down) in eV: -9.279 / -9.279
Total charge: 0
LUMO (spin up / spin down) in Eh: -0.0600 / -0.0600
Gap between HOMO and LUMO (spin up / spin down) in eV: 7.65 / 7.65

Which one sits at the top of the stability order? one does.

## one
A molecular structure, C12H11NO6V, computed with the ωB97M-V functional and the def2-TZVPD basis.

CARTESIAN COORDINATES (ANGSTROEM)
V 0.8248 1.8398 -0.1724
C 4.6631 0.2049 0.3687
C 3.2987 -0.4179 0.6306
C 3.4347 -1.8877 1.0264
O 2.5914 -0.3058 -0.5892
C 2.6282 0.3504 1.8040
O 3.1753 0.2647 2.9063
O 1.5562 0.9943 1.5508
H 5.1672 -0.3468 -0.4300
H 5.2676 0.1774 1.2748
H 4.5349 1.2396 0.0480
H 3.9271 -2.4375 0.2200
H 2.4482 -2.3269 1.1940
H 4.0100 -1.9794 1.9474
H 1.6578 -0.5627 -0.4855
O -0.0668 -0.0179 -0.9150
C -1.2417 0.4786 -0.6992
N -1.3052 1.7789 -0.2760
C -2.6272 2.1408 -0.0806
O -3.0407 3.2459 0.3031
C -3.4385 0.9654 -0.4263
C -4.8094 0.7512 -0.4314
C -5.3028 -0.4880 -0.8094
C -4.4138 -1.5306 -1.1871
C -3.0498 -1.3363 -1.1893
C -2.5445 -0.0822 -0.8110
H -5.4765 1.5553 -0.1375
H -6.3726 -0.6688 -0.8166
H -4.8194 -2.4946 -1.4781
H -2.3753 -2.1350 -1.4786
O 1.6991 3.0311 -0.8609

## Properties
HOMO energy (spin up / spin down) in eV: 0.782 / -2.451
Total charge: -2
LUMO (spin up / spin down) in Eh: 0.1941 / 0.1940
Gap between HOMO and LUMO (spin up / spin down) in eV: 4.50 / 7.73
Spin multiplicity: 4

## two
A molecular structure, C12H11NO6V, computed with the ωB97M-V functional and the def2-TZVPD basis.

CARTESIAN COORDINATES (ANGSTROEM)
V 1.0622 -1.2787 -0.9710
C 4.5768 0.4940 -0.3594
C 3.1969 0.9321 0.1121
C 3.2860 2.0277 1.1603
O 2.5867 -0.2390 0.6727
C 2.4036 1.3841 -1.1353
O 2.4893 2.5729 -1.4692
O 1.8052 0.4502 -1.7295
H 5.1795 0.1715 0.4934
H 5.0756 1.3198 -0.8694
H 4.4712 -0.3454 -1.0471
H 3.8538 1.6690 2.0238
H 2.2851 2.3207 1.4854
H 3.7675 2.9094 0.7420
H 1.8655 0.0344 1.2574
O -2.4626 -1.9942 -2.9033
C -2.2409 -1.5444 -1.7712
N -0.9987 -1.2921 -1.2167
C -1.1354 -0.7195 0.0257
O -0.0390 -0.3314 0.5975
C -2.5106 -0.6185 0.3759
C -3.2188 -0.1346 1.4882
C -4.5952 -0.1876 1.4839
C -5.3056 -0.7100 0.3687
C -4.6139 -1.1750 -0.7407
C -3.2283 -1.1411 -0.7520
H -2.6860 0.2727 2.3413
H -5.1487 0.1789 2.3430
H -6.3900 -0.7362 0.3868
H -5.1448 -1.5692 -1.6021
O 1.8136 -2.7205 -0.7913

## Properties
HOMO energy (spin up / spin down) in eV: 0.925 / -2.217
Total charge: -2
LUMO (spin up / spin down) in Eh: 0.1921 / 0.1920
Gap between HOMO and LUMO (spin up / spin down) in eV: 4.30 / 7.44
Spin multiplicity: 4

Which one sits at the top of the stability order? one does.

## one
2 unconnected molecules or ions with the total composition C7H16O3, computed with the ωB97M-V functional and the def2-TZVPD basis.

CARTESIAN COORDINATES (ANGSTROEM)
C 0.6372 2.8178 -0.1130
C -0.0041 2.4010 1.1905
C -1.3838 2.9551 1.4614
O 0.5597 1.6598 1.9788
H 1.6390 2.3666 -0.2107
H 0.7400 3.9152 -0.1554
H 0.0187 2.4893 -0.9651
H -1.3538 4.0573 1.4906
H -2.0841 2.6431 0.6684
H -1.7628 2.5876 2.4299
O 0.1562 -0.7507 -2.3467
C -0.9659 -1.0741 -1.5393
C -0.8295 -2.3907 -0.7772
C 0.0794 -2.3755 0.4572
C 1.5668 -2.1723 0.1985
O 1.9115 -0.8321 -0.1912
H 0.9045 -0.5904 -1.7346
H -1.8198 -1.1549 -2.2391
H -1.1901 -0.2563 -0.8277
H -1.8429 -2.6828 -0.4409
H -0.4753 -3.1623 -1.4876
H -0.2644 -1.5915 1.1592
H -0.0204 -3.3523 0.9684
H 2.1510 -2.4536 1.0957
H 1.9075 -2.8112 -0.6389
H 1.7252 -0.2424 0.5690

## Properties
HOMO energy in eV: -9.800
Total charge: 0
SMILES string: CC(C)=O.OCCCCO
LUMO in Eh: 0.0281
Gap between HOMO and LUMO in eV: 10.56

## two
3 unconnected molecules or ions with the total composition C7H16O3, computed with the ωB97M-V functional and the def2-TZVPD basis.

CARTESIAN COORDINATES (ANGSTROEM)
C -1.4455 0.6320 2.7915
C -0.7906 -0.4927 2.5507
C -0.2966 -0.7928 1.1985
C -0.1127 -2.0332 0.7509
C 0.2448 -2.4885 -0.6271
C 0.9395 -1.4211 -1.4909
C 0.0428 -0.6926 -2.4855
O -0.6197 0.4514 -1.9565
H -1.6984 1.3813 2.0488
H -1.8027 0.8666 3.7894
H -0.3659 -1.0917 3.3467
H -0.0540 -0.0056 0.4905
H -0.3536 -2.8898 1.3689
H 0.7646 -3.4064 -0.6828
H -0.6157 -2.8179 -1.2320
H 1.4620 -0.6974 -0.8570
H 1.7670 -1.8245 -2.0800
H 0.6138 -0.2402 -3.2941
H -0.6434 -1.4193 -2.9354
H -1.2558 0.2420 -1.2662
O 1.9621 1.3021 1.3672
H 2.7908 1.7014 1.6583
H 1.2732 1.6186 1.9578
O -0.4192 3.8711 -1.4682
H -0.0679 3.0746 -1.8920
H -0.0337 3.8207 -0.5879

## Properties
HOMO energy in eV: -8.908
Total charge: 0
SMILES string: C=C/C=C/CCCO.O.O
LUMO in Eh: 0.0201
Gap between HOMO and LUMO in eV: 9.46

## three
A molecular structure, C7H16O3, computed with the ωB97M-V functional and the def2-TZVPD basis.

CARTESIAN COORDINATES (ANGSTROEM)
C 0.2299 -0.3589 -0.1847
C -1.3906 -0.0003 1.8900
C -0.5638 0.7680 0.2579
C 0.8607 0.5808 -1.7332
C 1.4663 -0.6931 0.6244
C -0.4496 -1.5851 -0.7685
C 1.5849 1.8920 -1.5355
O -0.7377 -0.5364 3.0162
O -2.3557 -0.9140 1.3744
O -1.7235 1.1631 -0.3694
H -3.0681 -1.0151 2.0273
H -0.2269 -1.3035 2.7269
H -2.0809 0.4416 -0.9280
H -1.9364 0.8656 2.2831
H 0.0018 1.6259 0.6181
H 0.0243 0.6708 -2.4274
H 1.5307 -0.1923 -2.1151
H 1.2254 -1.4136 1.4106
H 2.2150 -1.1895 -0.0007
H 1.9188 0.1950 1.0693
H 0.2648 -2.1816 -1.3427
H -1.2802 -1.3060 -1.4200
H -0.8475 -2.2312 0.0165
H 2.2970 1.8412 -0.7067
H 2.1548 2.1634 -2.4331
H 0.8867 2.7131 -1.3497

## Properties
HOMO energy in eV: -7.803
Total charge: 0
LUMO in Eh: 0.0269
Gap between HOMO and LUMO in eV: 8.53

Which one sits at the top of the stability order? one does.

## one
A gas-phase ion, C4H6Br2N3 (charge +1), computed with the ωB97M-V functional and the def2-TZVPD basis.

CARTESIAN COORDINATES (ANGSTROEM)
C 0.2297 1.7328 -0.5800
C -0.0513 -1.0588 0.4106
C 0.0468 1.3597 0.8597
C 0.4691 -0.3145 -1.8029
N 0.3679 0.9729 -1.5722
N -0.2791 -0.0228 1.1770
N -0.3441 -2.2888 0.7075
Br 0.3040 3.5923 -0.8818
Br -0.8229 -1.1782 -2.8408
H 0.9760 1.6634 1.3744
H -0.7492 1.9983 1.2677
H 1.4661 -0.7412 -1.8535
H -0.6373 -0.1365 2.1301
H -0.1802 -3.0144 0.0256
H -0.7957 -2.5641 1.5785

## Properties
HOMO energy in eV: -13.249
Total charge: +1
LUMO in Eh: -0.1596
Gap between HOMO and LUMO in eV: 8.91

## two
2 unconnected molecules or ions with the total composition C4H6Br2N3, computed with the ωB97M-V functional and the def2-TZVPD basis.

CARTESIAN COORDINATES (ANGSTROEM)
C 0.5341 -1.1805 -1.6708
C 1.1237 1.1383 -0.4634
C 1.3931 -0.2546 -2.2143
C 0.3762 0.2235 0.1222
N 1.6314 0.9077 -1.6353
N 0.0157 -0.9005 -0.4761
N -0.1349 0.3444 1.5322
Br 2.5257 -0.7000 -3.6520
Br -3.4220 -0.1760 2.5006
H 0.0701 -2.0469 -2.2073
H 1.3636 2.1080 0.0708
H -4.8500 -0.5707 2.5498
H 0.4665 -0.3080 2.1323
H -1.2447 0.0917 1.6280
H 0.1514 1.3236 1.7833

## Properties
HOMO energy in eV: -13.561
Total charge: +1
LUMO in Eh: -0.1533
Gap between HOMO and LUMO in eV: 9.39

Which one sits at the top of the stability order? two does.